This record from OMol25 describes a cluster of 18 separate species, C68H195N29O35P10 in total. The level of theory is ωB97M-V with the def2-TZVPD basis set.

Each atom is followed by the atoms it is bonded to, with distances in Å.
Atoms and positions in Å:
1 O -6.13697 -3.69175 -1.63192  P2 1.469
2 P -4.97435 -4.14462 -2.40685  O1 1.469, N3 1.684, N6 1.704, N9 1.742
3 N -3.68368 -3.06379 -2.38327  P2 1.684, C4 1.462, C5 1.433
4 C -2.35945 -3.20812 -2.98585  N3 1.462, H12 1.090, H13 1.090, H14 1.090
5 C -3.96704 -1.74305 -1.90438  N3 1.433, H15 1.090, H16 1.090, H17 1.090
6 N -5.36574 -4.48126 -4.03059  P2 1.704, C7 1.514, C8 1.505
7 C -5.22023 -3.40744 -5.08760  N6 1.514, H18 1.090, H19 1.090, H20 1.090
8 C -6.31321 -5.60396 -4.35667  N6 1.505, H21 1.090, H22 1.090, H23 1.090
9 N -4.23317 -5.60857 -1.82232  P2 1.742, C10 1.460, C11 1.477
10 C -3.97567 -5.73583 -0.39117  N9 1.460, H24 1.090, H25 1.090, H26 1.090
11 C -3.62855 -6.61560 -2.71756  N9 1.477, H27 1.090, H28 1.090, H29 1.090
12 H -2.05270 -4.25284 -3.03643  C4 1.090
13 H -1.60273 -2.59524 -2.49610  C4 1.090
14 H -2.31639 -2.76501 -3.98078  C4 1.090
15 H -4.57416 -1.20341 -2.63122  C5 1.090
16 H -3.02756 -1.21564 -1.73912  C5 1.090
17 H -4.50889 -1.76922 -0.95896  C5 1.090
18 H -5.71572 -2.49678 -4.75100  C7 1.090
19 H -4.16698 -3.19215 -5.26766  C7 1.090
20 H -5.57526 -3.66976 -6.08421  C7 1.090
21 H -6.75659 -5.95011 -3.42303  C8 1.090
22 H -7.17302 -5.26929 -4.93704  C8 1.090
23 H -5.87483 -6.45251 -4.88192  C8 1.090
24 H -3.54127 -6.70249 -0.13630  C10 1.090
25 H -3.27043 -4.95289 -0.11237  C10 1.090
26 H -4.87918 -5.54478 0.18786  C10 1.090
27 H -3.87764 -6.36122 -3.74778  C11 1.090
28 H -4.08772 -7.59540 -2.58622  C11 1.090
29 H -2.54428 -6.63299 -2.60727  C11 1.090
30 O 6.25982 -2.50473 -2.07331  P31 1.453
31 P 5.46004 -1.29908 -1.93492  O30 1.453, N32 1.706, N35 1.752, N38 1.725
32 N 6.09712 0.08695 -2.69843  P31 1.706, C33 1.428, C34 1.473
33 C 7.33373 0.63742 -2.24315  N32 1.428, H41 1.090, H42 1.090, H43 1.090
34 C 5.97522 0.17820 -4.16387  N32 1.473, H44 1.090, H45 1.090, H46 1.090
35 N 5.17163 -0.78245 -0.28587  P31 1.752, C36 1.483, C37 1.478
36 C 4.87323 0.63369 0.03858  N35 1.483, H47 1.090, H48 1.090, H49 1.090
37 C 5.01377 -1.71944 0.84652  N35 1.478, H50 1.090, H51 1.090, H52 1.090
38 N 3.93155 -1.47317 -2.71447  P31 1.725, C39 1.480, C40 1.425
39 C 2.93893 -0.38406 -2.58204  N38 1.480, H53 1.090, H54 1.090, H55 1.090
40 C 3.36845 -2.77284 -2.87184  N38 1.425, H56 1.090, H57 1.090, H58 1.090
41 H 7.44487 1.64718 -2.63827  C33 1.090
42 H 8.16537 0.04707 -2.62779  C33 1.090
43 H 7.36560 0.62794 -1.15365  C33 1.090
44 H 6.84533 -0.30153 -4.61206  C34 1.090
45 H 6.05589 1.23871 -4.40243  C34 1.090
46 H 5.14157 -0.38584 -4.58218  C34 1.090
47 H 5.64648 1.17948 0.57923  C36 1.090
48 H 4.75590 1.25266 -0.85092  C36 1.090
49 H 3.90140 0.73722 0.52121  C36 1.090
50 H 5.57800 -2.60175 0.54439  C37 1.090
51 H 5.39958 -1.37896 1.80742  C37 1.090
52 H 3.96426 -2.00316 0.92475  C37 1.090
53 H 2.12808 -0.53205 -3.29530  C39 1.090
54 H 2.61272 -0.29541 -1.54578  C39 1.090
55 H 3.43006 0.58388 -2.68193  C39 1.090
56 H 2.88956 -3.21759 -1.99951  C40 1.090
57 H 4.03504 -3.49121 -3.34903  C40 1.090
58 H 2.54128 -2.66254 -3.57308  C40 1.090
59 O -0.32031 4.86227 -1.53104  P60 1.468
60 P -0.86119 6.21244 -1.73322  O59 1.468, N61 1.738, N64 1.681, N67 1.702
61 N -0.76778 7.27209 -0.35914  P60 1.738, C62 1.454, C63 1.435
62 C 0.57945 7.68161 0.00457  N61 1.454, H70 1.090, H71 1.090, H72 1.090
63 C -1.60864 7.05573 0.78381  N61 1.435, H73 1.090, H74 1.090, H75 1.090
64 N -2.45712 6.20470 -2.26124  P60 1.681, C65 1.488, C66 1.507
65 C -3.00968 5.01047 -2.95652  N64 1.488, H76 1.090, H77 1.090, H78 1.090
66 C -3.23625 7.49404 -2.27596  N64 1.507, H79 1.090, H80 1.090, H81 1.090
67 N -0.08150 6.99040 -3.03019  P60 1.702, C68 1.474, C69 1.427
68 C 0.62996 6.12418 -3.98754  N67 1.474, H82 1.090, H83 1.090, H84 1.090
69 C -0.50998 8.28283 -3.45634  N67 1.427, H85 1.090, H86 1.090, H87 1.090
70 H 0.34098 8.47816 0.70938  C62 1.090
71 H 1.14371 8.04519 -0.85422  C62 1.090
72 H 1.19786 6.91661 0.47409  C62 1.090
73 H -1.40703 6.10851 1.28403  C63 1.090
74 H -2.65789 7.06838 0.48881  C63 1.090
75 H -1.46076 7.88084 1.48054  C63 1.090
76 H -3.88539 5.35234 -3.50820  C65 1.090
77 H -2.31230 4.55229 -3.65783  C65 1.090
78 H -3.22393 4.18677 -2.27555  C65 1.090
79 H -2.84281 8.28928 -1.64280  C66 1.090
80 H -3.31441 7.85288 -3.30223  C66 1.090
81 H -4.23945 7.30266 -1.89508  C66 1.090
82 H 1.33003 6.67647 -4.61442  C68 1.090
83 H 1.25394 5.42545 -3.43029  C68 1.090
84 H 0.06040 5.53509 -4.70634  C68 1.090
85 H -1.03429 8.85620 -2.69185  C69 1.090
86 H -1.17954 8.18788 -4.31119  C69 1.090
87 H 0.33372 8.93353 -3.68624  C69 1.090
88 O 4.77394 -7.78856 1.48322  P89 1.495
89 P 5.17847 -6.43288 1.96789  O88 1.495, N90 1.703, N93 1.768, N96 1.678
90 N 5.49892 -5.41554 0.64048  P89 1.703, C91 1.419, C92 1.478
91 C 4.35212 -5.03504 -0.10428  N90 1.419, H99 1.090, H100 1.090, H101 1.090
92 C 6.73826 -5.62085 -0.13857  N90 1.478, H102 1.090, H103 1.090, H104 1.090
93 N 6.65409 -6.45158 2.94076  P89 1.768, C94 1.476, C95 1.460
94 C 7.02008 -7.63649 3.74029  N93 1.476, H105 1.090, H106 1.090, H107 1.090
95 C 7.23420 -5.21249 3.45038  N93 1.460, H108 1.090, H109 1.090, H110 1.090
96 N 4.15998 -5.62051 3.02517  P89 1.678, C97 1.475, C98 1.466
97 C 3.80818 -6.26520 4.30380  N96 1.475, H111 1.090, H112 1.090, H113 1.090
98 C 4.00960 -4.16183 3.03719  N96 1.466, H114 1.090, H115 1.090, H116 1.090
99 H 3.49280 -5.00933 0.56582  C91 1.090
100 H 4.14903 -5.81129 -0.84204  C91 1.090
101 H 4.56522 -4.04019 -0.49536  C91 1.090
102 H 7.54558 -5.82344 0.56520  C92 1.090
103 H 6.96324 -4.82516 -0.84875  C92 1.090
104 H 6.67204 -6.51404 -0.75981  C92 1.090
105 H 6.80946 -7.46939 4.79661  C94 1.090
106 H 6.62147 -8.60870 3.45041  C94 1.090
107 H 8.09580 -7.78340 3.64364  C94 1.090
108 H 7.17289 -4.40091 2.72534  C95 1.090
109 H 6.66755 -4.98726 4.35385  C95 1.090
110 H 8.28222 -5.34451 3.71934  C95 1.090
111 H 4.29063 -5.63510 5.05101  C97 1.090
112 H 2.72216 -6.28335 4.39504  C97 1.090
113 H 4.08562 -7.30726 4.46269  C97 1.090
114 H 3.86152 -3.75965 4.03940  C98 1.090
115 H 3.05899 -3.89292 2.57663  C98 1.090
116 H 4.83369 -3.61576 2.57807  C98 1.090
117 O -0.34270 -0.42816 -1.68749  P118 1.494
118 P -0.50716 -0.23082 -0.21565  O117 1.494, N119 1.715, N122 1.714, N125 1.760
119 N 0.52676 0.85011 0.62322  P118 1.715, C120 1.476, C121 1.534
120 C 1.04439 2.00065 -0.14379  N119 1.476, H128 1.090, H129 1.090, H130 1.090
121 C 0.37346 1.17961 2.11370  N119 1.534, H131 1.090, H132 1.090, H133 1.090
122 N -0.36715 -1.68468 0.68147  P118 1.714, C123 1.466, C124 1.473
123 C -1.36260 -2.75591 0.57316  N122 1.466, H134 1.090, H135 1.090, H136 1.090
124 C 1.00603 -2.16079 0.92165  N122 1.473, H137 1.090, H138 1.090, H139 1.090
125 N -2.10539 0.36649 0.21588  P118 1.760, C126 1.491, C127 1.423
126 C -2.72181 0.35869 1.57338  N125 1.491, H140 1.090, H141 1.090, H142 1.090
127 C -2.79510 1.28700 -0.62159  N125 1.423, H143 1.090, H144 1.090, H145 1.090
128 H 1.51236 2.78532 0.45068  C120 1.090
129 H 0.29006 2.48310 -0.76534  C120 1.090
130 H 1.76314 1.62941 -0.87432  C120 1.090
131 H 1.31611 1.10135 2.65536  C121 1.090
132 H 0.02761 0.20597 2.46085  C121 1.090
133 H -0.24457 2.03189 2.39608  C121 1.090
134 H -1.09530 -3.44215 -0.23041  C123 1.090
135 H -1.32148 -3.27937 1.52835  C123 1.090
136 H -2.34150 -2.28212 0.49988  C123 1.090
137 H 1.68180 -1.39867 1.30974  C124 1.090
138 H 0.91374 -2.81191 1.79092  C124 1.090
139 H 1.34670 -2.62410 -0.00430  C124 1.090
140 H -3.78780 0.13173 1.58957  C126 1.090
141 H -2.21174 -0.39131 2.17789  C126 1.090
142 H -2.55919 1.34111 2.01667  C126 1.090
143 H -2.86315 0.96750 -1.66150  C127 1.090
144 H -2.33997 2.27163 -0.51451  C127 1.090
145 H -3.82615 1.36687 -0.27714  C127 1.090
146 O 0.04627 -7.45647 -5.82172  P147 1.496
147 P -0.00433 -6.04653 -6.32033  O146 1.496, N148 1.754, N151 1.679, N154 1.716
148 N 1.02885 -5.80736 -7.71690  P147 1.754, C149 1.448, C150 1.509
149 C 0.72070 -6.64637 -8.85650  N148 1.448, H157 1.090, H158 1.090, H159 1.090
150 C 2.42212 -5.22700 -7.69625  N148 1.509, H160 1.090, H161 1.090, H162 1.090
151 N 0.48585 -4.93351 -5.16287  P147 1.679, C152 1.477, C153 1.453
152 C 1.29888 -5.46179 -4.04885  N151 1.477, H163 1.090, H164 1.090, H165 1.090
153 C 0.45196 -3.49961 -5.39535  N151 1.453, H166 1.090, H167 1.090, H168 1.090
154 N -1.50688 -5.53874 -6.97596  P147 1.716, C155 1.463, C156 1.503
155 C -1.65054 -4.45456 -7.94775  N154 1.463, H169 1.090, H170 1.090, H171 1.090
156 C -2.81594 -6.03599 -6.43069  N154 1.503, H172 1.090, H173 1.090, H174 1.090
157 H -0.34146 -6.85839 -8.97884  C149 1.090
158 H 1.31279 -7.55979 -8.91285  C149 1.090
159 H 1.01242 -6.10003 -9.75345  C149 1.090
160 H 2.84115 -5.07283 -8.69061  C150 1.090
161 H 3.06238 -5.96807 -7.21772  C150 1.090
162 H 2.42914 -4.28812 -7.14258  C150 1.090
163 H 0.63542 -5.69485 -3.21602  C152 1.090
164 H 1.95645 -6.30991 -4.23960  C152 1.090
165 H 1.92673 -4.68926 -3.60488  C152 1.090
166 H 0.16256 -3.05712 -4.44218  C153 1.090
167 H 1.38602 -3.03981 -5.71819  C153 1.090
168 H -0.28094 -3.23881 -6.15885  C153 1.090
169 H -1.98849 -4.86217 -8.90051  C155 1.090
170 H -2.38460 -3.72867 -7.59796  C155 1.090
171 H -0.68012 -3.99563 -8.13690  C155 1.090
172 H -3.16102 -5.19328 -5.83164  C156 1.090
173 H -2.64367 -6.86532 -5.74467  C156 1.090
174 H -3.54510 -6.40367 -7.15266  C156 1.090
175 O 7.01541 4.67694 -1.83024  P176 1.483
176 P 6.05684 5.65778 -1.26656  O175 1.483, N177 1.750, N180 1.741, N183 1.718
177 N 6.70222 7.27461 -1.08563  P176 1.750, C178 1.425, C179 1.430
178 C 7.84761 7.27667 -0.23771  N177 1.425, H186 1.090, H187 1.090, H188 1.090
179 C 6.68559 8.21176 -2.16529  N177 1.430, H189 1.090, H190 1.090, H191 1.090
180 N 5.49780 5.31674 0.34660  P176 1.741, C181 1.486, C182 1.536
181 C 5.36978 3.90698 0.79763  N180 1.486, H192 1.090, H193 1.090, H194 1.090
182 C 4.82561 6.38509 1.22189  N180 1.536, H195 1.090, H196 1.090, H197 1.090
183 N 4.61527 5.73273 -2.19802  P176 1.718, C184 1.444, C185 1.446
184 C 3.55085 6.62789 -1.81131  N183 1.444, H198 1.090, H199 1.090, H200 1.090
185 C 4.32943 4.71465 -3.18378  N183 1.446, H201 1.090, H202 1.090, H203 1.090
186 H 7.64671 6.65613 0.63561  C178 1.090
187 H 8.15649 8.28577 0.03508  C178 1.090
188 H 8.70788 6.72183 -0.61212  C178 1.090
189 H 7.59610 8.10823 -2.75550  C179 1.090
190 H 6.74007 9.16209 -1.63424  C179 1.090
191 H 5.86410 8.10396 -2.87356  C179 1.090
192 H 4.35148 3.54071 0.66725  C181 1.090
193 H 6.02489 3.29616 0.17648  C181 1.090
194 H 5.64689 3.75789 1.84122  C181 1.090
195 H 4.99217 7.40327 0.87023  C182 1.090
196 H 3.76789 6.12752 1.27651  C182 1.090
197 H 5.28955 6.26749 2.20120  C182 1.090
198 H 3.90938 7.55445 -1.36293  C184 1.090
199 H 2.94041 6.88154 -2.67798  C184 1.090
200 H 2.86439 6.13452 -1.12323  C184 1.090
201 H 5.26637 4.39952 -3.64307  C185 1.090
202 H 3.61627 5.11840 -3.90245  C185 1.090
203 H 3.94485 3.82379 -2.68722  C185 1.090
204 C -6.20094 1.23651 4.37165  N205 1.490, H208 1.090, H209 1.090, H210 1.090
205 N -7.07169 1.12032 5.57540  C204 1.490, O206 1.217, O207 1.241
206 O -6.58709 0.59108 6.55867  N205 1.217
207 O -8.25415 1.48910 5.49650  N205 1.241
208 H -5.57608 0.34380 4.34463  C204 1.090
209 H -5.57439 2.11863 4.50353  C204 1.090
210 H -6.86881 1.22804 3.51027  C204 1.090
211 C -8.23766 -1.69670 -0.41624  N212 1.479, H215 1.090, H216 1.090, H217 1.090
212 N -8.84748 -2.38676 0.74066  C211 1.479, O213 1.235, O214 1.218
213 O -9.74196 -1.83005 1.38593  N212 1.235
214 O -8.49445 -3.50040 1.08535  N212 1.218
215 H -7.33302 -2.29082 -0.54568  C211 1.090
216 H -8.07712 -0.64792 -0.16644  C211 1.090
217 H -8.95407 -1.89636 -1.21311  C211 1.090
218 C 3.77804 -2.94725 7.11115  N219 1.473, H222 1.090, H223 1.090, H224 1.090
219 N 4.37333 -1.70450 6.58963  C218 1.473, O220 1.220, O221 1.248
220 O 4.40799 -1.49039 5.38931  N219 1.220
221 O 4.91119 -0.93112 7.40772  N219 1.248
222 H 3.44351 -2.72429 8.12430  C218 1.090
223 H 4.52787 -3.73007 6.99695  C218 1.090
224 H 2.84839 -2.93822 6.54213  C218 1.090
225 C -0.54080 1.97396 -3.71835  N226 1.466, H229 1.090, H230 1.090, H231 1.090
226 N 0.53908 1.97624 -4.70964  C225 1.466, O227 1.217, O228 1.222
227 O 0.65473 0.97824 -5.39560  N226 1.217
228 O 1.14779 3.02013 -4.89328  N226 1.222
229 H -0.18257 2.00635 -2.68940  C225 1.090
230 H -1.08276 1.03739 -3.84951  C225 1.090
231 H -1.17601 2.77110 -4.10458  C225 1.090
232 C 5.89698 1.76073 4.86204  N233 1.481, H236 1.090, H237 1.090, H238 1.090
233 N 4.46880 1.83482 4.47716  C232 1.481, O234 1.225, O235 1.262
234 O 3.75737 2.60916 5.10549  N233 1.225
235 O 4.12644 1.26642 3.40396  N233 1.262
236 H 6.28962 2.73297 5.15984  C232 1.090
237 H 6.48079 1.18716 4.14212  C232 1.090
238 H 5.82985 1.13331 5.75082  C232 1.090
239 C -4.97171 -3.45181 1.88468  N240 1.471, H243 1.090, H244 1.090, H245 1.090
240 N -5.13734 -2.28791 2.76966  C239 1.471, O241 1.187, O242 1.249
241 O -6.25118 -1.97021 3.02956  N240 1.187
242 O -4.08644 -1.80102 3.23816  N240 1.249
243 H -4.09503 -3.31021 1.25263  C239 1.090
244 H -5.90921 -3.70175 1.38797  C239 1.090
245 H -4.77596 -4.29428 2.54802  C239 1.090
246 C 2.31909 1.45868 7.77481  N247 1.517, H250 1.090, H251 1.090, H252 1.090
247 N 0.91189 1.17482 8.26534  C246 1.517, O248 1.253, O249 1.244
248 O 0.69321 1.40567 9.47768  N247 1.253
249 O -0.00138 0.65807 7.59781  N247 1.244
250 H 2.97123 1.35990 8.64260  C246 1.090
251 H 2.27572 2.46876 7.36745  C246 1.090
252 H 2.59765 0.76584 6.98078  C246 1.090
253 C -2.48780 3.29318 7.82065  N254 1.501, H257 1.090, H258 1.090, H259 1.090
254 N -2.94766 2.77301 6.48953  C253 1.501, O255 1.207, O256 1.212
255 O -2.17216 2.30642 5.69108  N254 1.207
256 O -4.15189 2.80882 6.35829  N254 1.212
257 H -2.61532 4.37569 7.81739  C253 1.090
258 H -1.43912 3.04042 7.97717  C253 1.090
259 H -3.15069 2.84090 8.55828  C253 1.090
260 C -3.84941 1.27407 -4.65372  C261 1.475, H271 1.090, H272 1.090, H273 1.090
261 C -5.31799 1.40732 -4.62051  C260 1.475, O262 1.443, H274 1.090, H275 1.090
262 O -5.97174 1.15420 -3.35868  C261 1.443, P263 1.611
263 P -6.93798 2.22197 -2.63547  O262 1.611, O264 1.505, O265 1.689, O268 1.604
264 O -7.66088 1.55330 -1.49686  P263 1.505
265 O -5.87700 3.43537 -2.12955  P263 1.689, C266 1.386
266 C -6.41341 4.52400 -1.45935  O265 1.386, C267 1.580, H276 1.090, H277 1.090
267 C -5.62714 4.73453 -0.10465  C266 1.580, H278 1.090, H279 1.090, H280 1.090
268 O -7.83376 2.90448 -3.77735  P263 1.604, C269 1.391
269 C -8.86507 2.14680 -4.32360  O268 1.391, C270 1.534, H281 1.090, H282 1.090
270 C -10.21581 2.37853 -3.63499  C269 1.534, H283 1.090, H284 1.090, H285 1.090
271 H -3.59355 0.38424 -4.07854  C260 1.090
272 H -3.50357 1.08034 -5.66909  C260 1.090
273 H -3.28848 2.08974 -4.19751  C260 1.090
274 H -5.58351 2.33122 -5.13433  C261 1.090
275 H -5.68058 0.59242 -5.24706  C261 1.090
276 H -6.24134 5.38204 -2.10917  C266 1.090
277 H -7.48462 4.35377 -1.35146  C266 1.090
278 H -5.91429 5.51967 0.59479  C267 1.090
279 H -5.65530 3.81237 0.47581  C267 1.090
280 H -4.57479 4.99262 -0.22322  C267 1.090
281 H -8.81911 2.36067 -5.39142  C269 1.090
282 H -8.61083 1.08697 -4.30873  C269 1.090
283 H -10.18148 2.08029 -2.58715  C270 1.090
284 H -10.51568 3.42323 -3.55269  C270 1.090
285 H -10.97551 1.79417 -4.15410  C270 1.090
286 C -0.80216 9.26819 5.88905  C287 1.559, H297 1.090, H298 1.090, H299 1.090
287 C -0.87455 8.82618 4.39604  C286 1.559, O288 1.415, H300 1.090, H301 1.090
288 O -0.29154 7.55563 4.17629  C287 1.415, P289 1.603
289 P -1.16864 6.31380 4.68470  O288 1.603, O290 1.475, O291 1.650, O294 1.611
290 O -1.39641 6.09829 6.12621  P289 1.475
291 O -2.57066 6.44221 3.82455  P289 1.650, C292 1.456
292 C -3.70248 5.56012 4.06854  O291 1.456, C293 1.524, H302 1.090, H303 1.090
293 C -3.56408 4.27459 3.26166  C292 1.524, H304 1.090, H305 1.090, H306 1.090
294 O -0.37330 5.13612 3.92510  P289 1.611, C295 1.347
295 C 0.84357 4.73405 4.34014  O294 1.347, C296 1.527, H307 1.090, H308 1.090
296 C 1.75617 5.23367 3.22184  C295 1.527, H309 1.090, H310 1.090, H311 1.090
297 H -1.17619 10.28927 5.96374  C286 1.090
298 H -1.38860 8.59494 6.51429  C286 1.090
299 H 0.16989 9.21015 6.37879  C286 1.090
300 H -1.88233 8.72714 3.99270  C287 1.090
301 H -0.17972 9.56467 3.99610  C287 1.090
302 H -3.77626 5.37224 5.13969  C292 1.090
303 H -4.63117 6.06433 3.80131  C292 1.090
304 H -4.36383 3.57224 3.49663  C293 1.090
305 H -3.57793 4.59141 2.21881  C293 1.090
306 H -2.67361 3.65078 3.33937  C293 1.090
307 H 1.16414 5.07221 5.32552  C295 1.090
308 H 0.98209 3.65982 4.46239  C295 1.090
309 H 2.82487 5.11601 3.40105  C296 1.090
310 H 1.48911 4.73180 2.29183  C296 1.090
311 H 1.63022 6.26041 2.87826  C296 1.090
312 C 0.29736 -9.05941 4.15939  C313 1.559, H323 1.090, H324 1.090, H325 1.090
313 C -0.51507 -7.81883 4.64187  C312 1.559, O314 1.420, H326 1.090, H327 1.090
314 O 0.18505 -6.59573 4.47005  C313 1.420, P315 1.615
315 P -0.08851 -5.65505 3.18670  O314 1.615, O316 1.480, O317 1.640, O320 1.624
316 O -1.36907 -5.81332 2.46145  P315 1.480
317 O 1.25294 -5.73691 2.24729  P315 1.640, C318 1.391
318 C 1.45144 -6.85203 1.43919  O317 1.391, C319 1.558, H328 1.090, H329 1.090
319 C 0.61734 -6.73837 0.12845  C318 1.558, H330 1.090, H331 1.090, H332 1.090
320 O 0.06075 -4.20962 3.91130  P315 1.624, C321 1.406
321 C -0.91021 -3.58933 4.71725  O320 1.406, C322 1.562, H333 1.090, H334 1.090
322 C -0.45556 -2.11056 4.93592  C321 1.562, H335 1.090, H336 1.090, H337 1.090
323 H -0.14965 -9.98034 4.53380  C312 1.090
324 H 0.11289 -9.14686 3.08868  C312 1.090
325 H 1.35877 -8.98822 4.39698  C312 1.090
326 H -1.50874 -7.81899 4.19385  C313 1.090
327 H -0.82359 -7.94670 5.67944  C313 1.090
328 H 2.49406 -6.87810 1.12237  C318 1.090
329 H 1.30720 -7.80132 1.95508  C318 1.090
330 H 0.91412 -5.87569 -0.46806  C319 1.090
331 H 0.83202 -7.65267 -0.42478  C319 1.090
332 H -0.46879 -6.68562 0.20359  C319 1.090
333 H -1.90306 -3.53526 4.27068  C321 1.090
334 H -0.93981 -4.05425 5.70268  C321 1.090
335 H -1.00566 -1.68461 5.77500  C322 1.090
336 H 0.61520 -2.01362 5.11533  C322 1.090
337 H -0.59963 -1.47499 4.06220  C322 1.090

Gap between HOMO and LUMO = 7.32 eV
E = -281434.137 eV

Atom charges from the Löwdin analysis, given in e for atoms 1 to 99: -0.27 0.58 -0.28 -0.09 -0.12 -0.28 -0.09 -0.10 -0.29 -0.10 -0.11 0.08 0.05 0.07 0.07 0.05 0.08 0.07 0.04 0.08 0.08 0.08 0.07 0.09 0.05 0.07 0.03 0.08 0.08 -0.27 0.60 -0.32 -0.13 -0.10 -0.26 -0.14 -0.10 -0.29 -0.09 -0.15 0.08 0.08 0.08 0.08 0.08 0.08 0.06 0.06 0.07 0.05 0.08 0.06 0.08 0.05 0.06 0.07 0.09 0.05 -0.28 0.58 -0.30 -0.11 -0.12 -0.27 -0.08 -0.11 -0.29 -0.12 -0.14 0.08 0.07 0.07 0.08 0.07 0.08 0.09 0.05 0.06 0.07 0.07 0.07 0.08 0.05 0.07 0.07 0.08 0.08 -0.30 0.61 -0.31 -0.14 -0.08 -0.31 -0.13 -0.12 -0.29 -0.08 -0.10 0.06